Formula: H6IO3
Source: OMol25
Level of theory: ωB97M-V/def2-TZVPD

Its multiplicity is 2. The value obtained for the highest occupied orbital energy (alpha / beta) is -11.320 / -11.027 eV. As for the gap between HOMO and LUMO (alpha / beta): 11.7 / 6.6 eV. The calculation puts the energy above the lowest of the compared OMol25 structures with the same formula, charge and spin at 2.54 kcal/mol. Its net charge is 0.

Last columns: bonded neighbours and bond lengths (Å).
Element x y z (Å)
1 I 1.586 0.484 -0.211  no bonds
2 O -1.511 2.483 -0.090  H3 0.957, H4 0.957
3 H -0.717 2.088 -0.449  O2 0.957
4 H -1.197 3.073 0.595  O2 0.957
5 O -0.962 -1.069 -2.153  H6 0.957, H7 0.957
6 H -0.453 -1.427 -2.880  O5 0.957
7 H -0.335 -0.541 -1.659  O5 0.957
8 O 1.439 -1.945 2.461  H9 0.957, H10 0.957
9 H 0.486 -1.900 2.539  O8 0.957
10 H 1.663 -1.245 1.848  O8 0.957